Formula: C3H5O3P
Source: OMol25
Level of theory: the ωB97M-V functional and the def2-TZVPD basis

Structure (ORCA input):
```
! wB97M-V def2-TZVPD RIJCOSX def2/J DEFGRID3
* xyz -2 1
C -2.3105 0.2856 0.7708
C 0.4563 -0.2083 1.1906
C 1.1516 0.0996 -0.0201
O 0.5974 -0.1506 3.9845
O 1.0999 -1.3834 1.7254
O 2.7869 0.4233 2.8147
P 1.3224 -0.0074 2.7179
H -2.1075 1.4395 0.7914
H -1.9209 0.0204 -0.1958
H 2.2187 -0.2644 -0.0361
H 0.6413 -0.4413 -0.8520
H 1.1880 1.1955 -0.0825
*
```

## Properties
LUMO energy (alpha / beta), eV: 6.997 / 6.968
E, eV: -18617.603



Formula: C3H5O3P
Source: OMol25
Level of theory: the ωB97M-V functional and the def2-TZVPD basis

Structure (ORCA input):
```
! wB97M-V def2-TZVPD RIJCOSX def2/J DEFGRID3
* xyz 0 3
C -1.6858 -0.6230 -0.1091
C -0.6740 -0.1603 -0.8237
C 1.1355 0.7595 0.1515
O 0.8567 -1.7840 0.6970
O 1.2698 1.7317 -0.6530
O 0.8333 0.7005 1.3278
P 0.9813 -0.9131 -0.6409
H -2.6748 -0.3896 -0.0748
H -1.3420 -1.4577 0.4358
H -0.5741 0.6531 -1.4895
H 1.0788 2.6912 -0.3647
H 0.7952 -1.2083 1.5434
*
```

## Properties
LUMO energy (alpha / beta), eV: 0.440 / -2.565
E, eV: -18617.857



Formula: C3H5O3Pm
Source: OMol25
Level of theory: the ωB97M-V functional and the def2-TZVPD basis

Structure (ORCA input):
```
! wB97M-V def2-TZVPD RIJCOSX def2/J DEFGRID3
* xyz 2 5
H 2.0771 -0.7375 -0.6650
O 1.5062 0.1708 -0.1506
C -0.3133 0.6966 1.0930
C 1.6275 1.5490 -0.5485
O -0.7441 -0.4558 1.2741
O -0.6656 1.0566 -0.2366
C 0.2034 2.0333 -0.8227
Pm -0.2982 -1.6998 -0.5613
H 2.3357 1.7564 -1.3550
H 1.9818 1.9827 0.3960
H -0.0195 2.1872 -1.8827
H 0.0184 2.9911 -0.3209
*
```

## Properties
LUMO energy (alpha / beta), eV: -11.765 / -10.897
E, eV: -25865.853



Formula: C3H5O3S
Source: OMol25
Level of theory: the ωB97M-V functional and the def2-TZVPD basis

Structure (ORCA input):
```
! wB97M-V def2-TZVPD RIJCOSX def2/J DEFGRID3
* xyz -1 1
C -0.6625 -0.9646 -0.0166
C -1.4814 -0.2834 0.8158
C 1.6699 1.6719 0.3763
O 1.1299 1.9364 -0.7388
O -1.3091 1.6249 -1.0410
O 1.3165 0.9146 1.2466
S -2.1345 1.2441 0.2558
H -0.2959 -1.8044 0.4919
H -0.3458 -0.6514 -1.0135
H -1.4785 -0.4656 1.8987
H 2.8272 2.0182 0.4642
H -0.3474 1.7757 -0.7154
*
```

## Properties
LUMO energy, eV: 3.645
E, eV: -20169.868



Formula: C3H5O3S
Source: OMol25
Level of theory: the ωB97M-V functional and the def2-TZVPD basis

Structure (ORCA input):
```
! wB97M-V def2-TZVPD RIJCOSX def2/J DEFGRID3
* xyz -1 1
C 0.9928 -1.3410 0.4706
C 0.3550 -0.6605 -0.5857
C -0.9778 -0.8906 -1.1514
O -1.3185 1.7705 -1.7358
O -0.2248 0.1151 -3.3218
O -1.7928 -1.7433 -0.8748
S -1.4239 0.3128 -2.5026
H 1.9940 -1.0482 0.9568
H 0.6184 -2.3367 0.5999
H 0.6709 0.3084 -0.8452
H -0.5654 1.4614 0.4415
H -0.8665 1.8731 -0.7953
*
```

## Properties
LUMO energy (alpha / beta), eV: 3.404 / 3.405
E, eV: -20166.671



Formula: C3H5O4P
Source: OMol25
Level of theory: the ωB97M-V functional and the def2-TZVPD basis

Structure (ORCA input):
```
! wB97M-V def2-TZVPD RIJCOSX def2/J DEFGRID3
* xyz -2 1
C -1.7251 0.5621 -0.3070
C -0.4365 0.3564 0.5366
P 1.0599 0.9380 -0.1304
O 1.0954 1.1824 -1.6033
O 2.1808 1.4860 0.7184
O 1.7775 -0.7944 -0.2720
C 1.1534 -1.7831 0.2173
O 1.3362 -3.0078 0.0040
H -1.4435 1.3192 -1.0988
H -2.0062 -0.2955 -0.9548
H -2.6768 0.8748 0.3673
H -0.6046 0.7641 1.5096
H 0.2894 -1.6020 1.0130
*
```

## Properties
LUMO energy, eV: 7.007
E, eV: -20670.153
SMILES: CC=P([O-])([O-])OC=O